#w
Density functional theory data (wB97M-V/def2-TZVPD) for C5H6O2 in the gas phase.

Properties
Kohn-Sham gap = 8.62 eV

CARTESIAN COORDINATES (ANGSTROEM)
O 2.155 1.916 -1.182
C 1.679 1.125 -0.404
C 1.020 -0.132 -0.872
O 0.882 -1.191 0.063
C -1.902 -0.797 1.590
C -1.092 0.104 0.749
C -0.302 -0.548 -0.364
H 1.698 1.291 0.692
H 1.307 -0.435 -1.879
H -2.078 -1.703 0.961
H -1.961 0.672 0.340
H -0.526 0.838 1.332
H -0.915 -1.134 -1.055

#x
Density functional theory data (wB97M-V/def2-TZVPD) for C5H6O2 in the gas phase.

Properties
SMILES = C=C1CCC(=O)O1
Kohn-Sham gap = 9.91 eV

CARTESIAN COORDINATES (ANGSTROEM)
C -1.944 -0.949 -0.042
C -0.630 -0.564 0.011
C -0.264 0.888 -0.140
C 1.259 0.836 0.146
C 1.578 -0.606 0.030
O 2.625 -1.105 -0.183
O 0.429 -1.391 0.136
H -2.175 -2.015 0.115
H -2.868 -0.291 -0.256
H -0.437 1.278 -1.100
H -0.884 1.414 0.581
H 1.903 1.375 -0.496
H 1.408 1.131 1.198

Stability, highest: #x

#w
Density functional theory data (wB97M-V/def2-TZVPD) for 2 unconnected molecules or ions with the total composition C3H10N2O3.

Properties
SMILES = NCCNC(=O)O.O
Kohn-Sham gap = 10.09 eV

CARTESIAN COORDINATES (ANGSTROEM)
N 1.161 2.153 -0.458
C 0.274 1.901 0.723
C 0.266 0.420 0.941
N -1.006 -0.218 1.338
C -1.343 -1.601 1.108
O -2.334 -2.108 1.666
O -0.326 -2.337 0.540
H 1.886 1.344 -0.418
H 1.533 3.093 -0.247
H 0.615 2.644 1.573
H -0.697 2.172 0.437
H 0.806 -0.043 1.840
H 0.733 -0.122 -0.053
H -1.638 0.389 1.602
H -0.624 -3.318 0.737
O 0.522 -1.485 -3.544
H -0.265 -0.887 -3.468
H 0.438 -1.998 -4.318

#x
Density functional theory data (wB97M-V/def2-TZVPD) for 2 unconnected molecules or ions with the total composition C3H10N2O3.

Properties
SMILES = NC(=O)NCCO.O
Kohn-Sham gap = 9.94 eV

CARTESIAN COORDINATES (ANGSTROEM)
N -1.054 1.707 1.568
C 0.114 1.555 0.848
O 1.106 2.275 0.970
N 0.298 0.435 0.084
C -0.688 -0.642 0.127
C -0.592 -1.472 -1.121
O -0.899 -0.630 -2.284
H -1.821 2.212 1.121
H -1.073 2.065 2.509
H 1.079 0.282 -0.520
H -1.673 -0.152 0.064
H -0.618 -1.238 1.033
H 0.369 -1.892 -1.430
H -1.293 -2.315 -1.260
H -1.843 -0.456 -2.180
O 2.769 -0.882 -0.045
H 3.142 -0.060 -0.393
H 2.676 -0.789 0.912

Stability, highest: #x

#w
Density functional theory data (wB97M-V/def2-TZVPD) for 2 unconnected molecules or ions with the total composition C3H10N2O3.

Properties
SMILES = NC(=O)CNCO.O
Kohn-Sham gap = 9.35 eV

CARTESIAN COORDINATES (ANGSTROEM)
N 0.888 -1.199 1.906
C 0.272 -0.544 0.863
O 0.376 0.633 0.644
C -0.729 -1.486 0.078
N -1.597 -0.683 -0.731
C -1.257 -0.053 -1.989
O -1.482 1.329 -1.907
H 1.194 -0.659 2.703
H 0.500 -2.084 2.192
H -1.391 -2.113 0.671
H -0.051 -2.158 -0.468
H -2.538 -0.622 -0.431
H -1.902 -0.534 -2.737
H -0.249 -0.325 -2.309
H -0.850 1.665 -1.292
O 2.951 1.653 1.057
H 2.897 1.510 0.108
H 2.062 2.039 1.111

#x
Density functional theory data (wB97M-V/def2-TZVPD) for a molecular structure, C3H10N2O3.

Properties
Kohn-Sham gap = 3.90 eV

CARTESIAN COORDINATES (ANGSTROEM)
C 0.332 -0.757 -0.626
C 1.409 -0.131 -1.429
N 2.031 0.871 -0.904
C 1.975 0.348 0.454
N 0.873 -0.534 0.705
H 0.076 -1.813 -0.741
H 1.902 -0.699 -2.228
H 2.816 -0.346 0.651
H 1.918 1.149 1.231
H -0.539 -0.094 -0.845
H -2.386 0.020 -0.511
O -2.227 0.757 0.216
H -3.038 -1.118 -2.041
H -3.028 0.726 0.772
O -2.182 -0.819 -1.665
H -0.347 1.507 3.092
H 0.223 -0.054 1.387
O 0.193 0.985 2.482

Stability, highest: #w

#w
Density functional theory data (wB97M-V/def2-TZVPD) for 2 unconnected molecules or ions with the total composition C3H10N2O3.

Properties
SMILES = NC(=O)NCCO.O
Kohn-Sham gap = 9.95 eV

CARTESIAN COORDINATES (ANGSTROEM)
N -1.312 -1.399 0.564
C -0.580 -0.610 1.646
O -0.816 -0.268 2.804
N 0.676 -0.316 1.169
C 1.339 -0.849 -0.078
C 0.964 0.030 -1.316
O -0.289 -0.349 -1.826
H -1.458 -0.700 -0.243
H -1.981 -2.044 0.940
H 1.065 0.609 1.494
H 0.899 -1.893 -0.195
H 2.398 -0.929 0.240
H 0.589 1.105 -1.223
H 1.663 0.108 -2.135
H -0.330 -1.364 -2.010
O -0.589 3.166 0.038
H -1.095 2.924 0.787
H -1.142 2.779 -0.659

#x
Density functional theory data (wB97M-V/def2-TZVPD) for a molecular structure, C3H10N2O3.

Properties
Kohn-Sham gap = 10.46 eV

CARTESIAN COORDINATES (ANGSTROEM)
H -0.063 -0.954 0.350
O 0.540 -1.511 1.094
N -0.556 0.047 -0.415
H -0.082 -2.166 1.482
C -0.845 0.054 -1.760
C -0.866 1.213 0.064
C -1.350 1.273 -2.074
N -1.373 1.988 -0.921
H -1.761 2.880 -0.693
H -0.873 1.538 1.095
H -1.666 1.553 -3.060
H -0.550 -0.796 -2.347
O 0.652 0.321 3.243
H 0.608 -0.479 2.670
H 1.484 0.756 3.017
O 2.522 -2.050 -0.856
H 2.327 -2.300 0.058
H 1.850 -1.367 -0.946

Stability, highest: #x

#w
Density functional theory data (wB97M-V/def2-TZVPD) for a molecular structure, C3H10N2O3.

Properties
Kohn-Sham gap = 8.29 eV

CARTESIAN COORDINATES (ANGSTROEM)
C -0.261 -0.943 -0.347
C -1.755 -0.726 -0.256
C 0.508 0.632 -0.621
N 1.865 0.408 -0.826
N 0.272 -1.557 0.795
O -0.187 1.433 -1.253
H 0.062 -1.432 -1.267
H 2.143 -0.397 -1.370
H 2.430 1.246 -0.832
H 1.222 -1.877 0.613
H 0.382 -0.812 1.627
H -2.277 -1.682 -0.241
H -2.105 -0.138 -1.101
H -1.997 -0.184 0.658
O 0.584 1.306 1.086
O -0.604 2.095 1.183
H -0.813 2.170 0.213
H 0.529 0.458 1.941

#x
Density functional theory data (wB97M-V/def2-TZVPD) for 4 unconnected molecules or ions with the total composition C3H10N2O3.

Properties
SMILES = c1c[nH]cn1.O.O.O
Kohn-Sham gap = 10.04 eV

CARTESIAN COORDINATES (ANGSTROEM)
C 0.488 0.038 1.003
C 0.518 1.075 1.884
N 0.998 2.166 1.180
C 0.960 1.808 -0.152
N 0.821 0.506 -0.282
H 0.336 -0.998 1.321
H 0.618 1.113 2.961
H 1.490 2.922 1.620
H 0.892 2.410 -1.042
O 1.156 -2.129 -1.218
H 1.345 -1.387 -1.820
H 0.832 -1.740 -0.405
O -1.856 -3.016 -0.831
H -2.330 -3.519 -0.163
H -1.004 -2.750 -0.466
O -2.021 1.401 -1.019
H -1.508 1.574 -1.822
H -1.734 0.524 -0.749

#y
Density functional theory data (wB97M-V/def2-TZVPD) for 4 unconnected molecules or ions with the total composition C3H10N2O3.

Properties
SMILES = c1c[nH]cn1.O.O.O
Kohn-Sham gap = 9.79 eV

CARTESIAN COORDINATES (ANGSTROEM)
C -0.826 -0.409 0.324
C -0.438 -1.422 1.179
N 0.268 -0.802 2.154
C 0.290 0.533 1.913
N -0.305 0.791 0.768
H -1.270 -0.532 -0.651
H -0.479 -2.492 1.086
H 0.549 -1.249 3.011
H 0.867 1.235 2.487
O -1.547 2.724 -1.443
H -1.645 1.847 -1.082
H -0.577 2.894 -1.424
O 1.339 2.364 -1.428
H 1.329 1.535 -1.946
H 0.915 1.950 -0.653
O 0.482 -3.286 -1.203
H 1.307 -2.896 -1.489
H -0.262 -2.784 -1.602

Stability, highest: #y

#w
Density functional theory data (wB97M-V/def2-TZVPD) for 2 unconnected molecules or ions with the total composition C3HN3O.

Properties
Kohn-Sham gap = 9.21 eV

CARTESIAN COORDINATES (ANGSTROEM)
C -1.064 0.842 -0.430
C -0.091 -0.128 -0.373
C -3.267 -0.337 0.384
N -1.769 1.746 -0.604
N -0.437 -1.379 -0.413
N -0.736 -2.462 -0.394
O -4.359 -0.137 0.137
H 1.014 0.225 -0.302

#x
Density functional theory data (wB97M-V/def2-TZVPD) for C3HN3O in the gas phase.

Properties
SMILES = C#Cc1nnon1
Kohn-Sham gap = 10.34 eV

CARTESIAN COORDINATES (ANGSTROEM)
C 2.366 0.097 -0.154
C 1.183 -0.180 0.184
C -0.263 -0.015 -0.002
N -1.152 -1.053 0.017
N -2.349 -0.609 -0.041
O -2.241 0.642 -0.041
N -0.916 1.171 0.055
H 3.372 -0.053 -0.019

#y
Density functional theory data (wB97M-V/def2-TZVPD) for 2 unconnected molecules or ions with the total composition C3HN3O.

Properties
Kohn-Sham gap = 9.73 eV

CARTESIAN COORDINATES (ANGSTROEM)
C -0.393 -1.468 -2.375
C 2.184 0.709 -1.317
C 1.049 0.776 -0.415
N -1.164 -0.743 -2.947
N 2.942 0.341 -2.094
N 0.684 0.693 0.761
O -0.211 1.072 -0.469
H -1.640 0.292 -3.017

Stability, highest: #w

#w
Density functional theory data (wB97M-V/def2-TZVPD) for C2H3OP in the gas phase.

Properties
SMILES = OP1=CC=1
Kohn-Sham gap = 10.69 eV

CARTESIAN COORDINATES (ANGSTROEM)
O 0.665 0.502 1.622
P 1.228 0.467 -0.111
C 0.048 -0.729 -0.728
C -0.452 0.476 -0.931
H 0.872 -0.210 2.301
H 0.021 -1.852 -0.882
H -1.259 1.130 -1.035

#x
Density functional theory data (wB97M-V/def2-TZVPD) for 2 unconnected molecules or ions with the total composition C2H3OP.

Properties
SMILES = C#P.C=O
Kohn-Sham gap = 9.99 eV

CARTESIAN COORDINATES (ANGSTROEM)
C 1.416 -0.073 -0.917
P 2.752 -0.281 -0.128
H 0.450 0.297 -1.238
C -1.129 0.044 0.590
O -1.708 -0.270 -0.406
H -1.745 -0.063 1.565
H -0.037 0.346 0.535

Stability, highest: #w